48
Properties=species:S:1:pos:R:3 method="wB97M-V/def2-TZVPD" e_above_lowest_ev=0.458 smiles="CCOCCCNC(=O)CN1CCN(Cc2ccc(Cl)cc2)C1=O" homo_lumo_gap_ha=0.3515 e_tot_ha=-1512.42932
C 0.7325 1.4347 -3.1117
C 0.9637 2.4490 -2.0034
O 0.0618 2.1817 -0.9434
C -0.0494 3.2074 0.0152
C 1.1307 3.3025 0.9888
H 2.0599 3.4572 0.4384
H 0.9711 4.1670 1.6341
C 1.2573 2.0508 1.8580
N 1.6202 0.8858 1.0856
C 2.7849 0.2370 1.2624
O 3.6090 0.5336 2.1027
C 2.9548 -0.9728 0.3335
N 1.8025 -1.8253 0.3775
C 0.9385 -2.0007 -0.6582
O 1.0503 -1.5136 -1.7649
N -0.0525 -2.8518 -0.2415
C -1.3166 -2.9214 -0.9409
C -2.2611 -1.8425 -0.4703
C -2.0188 -0.5198 -0.8244
C -2.8271 0.4975 -0.3546
C -3.8870 0.1900 0.4833
C -4.1470 -1.1210 0.8471
C -3.3289 -2.1305 0.3693
H -3.5302 -3.1540 0.6521
H -4.9764 -1.3481 1.4986
Cl -4.8991 1.4594 1.0848
H -2.6302 1.5180 -0.6401
H -1.1888 -0.2793 -1.4699
H -1.0865 -2.7862 -2.0006
H -1.7469 -3.9145 -0.7846
C 0.0163 -3.0806 1.1864
H -0.7854 -2.5390 1.7062
C 1.4045 -2.5422 1.5650
H 2.1133 -3.3525 1.7768
H 1.3757 -1.8754 2.4320
H -0.0891 -4.1475 1.4033
H 3.8554 -1.5170 0.6379
H 3.0663 -0.6370 -0.7017
H 1.0281 0.6753 0.2925
H 0.3042 1.8615 2.3657
H 2.0412 2.1868 2.6075
H -0.1837 4.1765 -0.4895
H -0.9609 2.9779 0.5762
H 0.7916 3.4703 -2.3773
H 2.0029 2.3878 -1.6485
H -0.2894 1.5082 -3.4749
H 1.4151 1.6310 -3.9338
H 0.9031 0.4254 -2.7465